# 1
Below is a cluster of 3 separate species, C15H22BrN3O in total at a distorted geometry, with properties calculated with the ωB97M-V functional and the def2-TZVPD basis.

The calculation puts the frontier orbital gap at 2.20 eV. Its spin multiplicity is 1. The largest force on an atom is 3.93 eV Å⁻¹. As for the net charge: +2.

Structure (XYZ):
```
42
Properties=species:S:1:pos:R:3:mulliken_charge:R:1
H 2.233 -2.056 8.175 0.36
C 1.137 -2.839 5.249 -0.19
H 2.203 -3.721 7.473 0.29
H -1.861 1.689 -1.159 0.38
H -3.113 1.752 1.636 0.39
C -0.144 -0.979 4.207 0.70
C 0.255 -0.081 1.843 -0.64
H -1.001 0.421 5.667 0.44
N 0.924 0.961 -7.628 -0.14
Br 2.100 3.849 -4.256 -0.91
C -0.605 -0.277 2.894 0.92
C -0.549 -0.727 -6.199 -1.04
H 0.081 -0.566 -5.324 0.34
H 0.781 -3.072 8.413 0.36
N 1.007 -2.195 6.489 0.02
C 0.995 1.816 -8.926 -0.78
H 0.477 1.368 -9.774 0.35
H -1.488 -0.999 -5.716 0.32
C -2.189 1.209 1.761 -0.16
N -1.272 1.356 0.767 0.02
C -0.344 -0.423 5.519 -0.63
H 0.292 -0.510 7.585 0.44
O -1.489 0.950 -7.444 -0.36
H 0.354 2.658 -8.666 0.34
H -2.627 2.848 -0.028 0.30
C -1.704 2.333 -0.294 -0.88
H -0.284 -1.562 -6.848 0.32
C 0.585 -2.188 4.085 -0.64
H 0.597 1.060 0.005 0.51
H 1.522 0.156 -7.747 0.40
C 0.266 -1.034 6.642 -0.26
H 1.209 -0.585 1.890 0.48
H 0.727 -2.694 3.142 0.48
C -0.086 0.704 0.763 -0.42
C -0.439 0.493 -7.131 0.48
H 1.752 -3.727 5.222 0.40
H 2.049 2.021 -9.113 0.35
H -2.489 0.296 3.683 0.47
C 1.615 -2.846 7.748 -0.83
H 1.304 1.606 -6.950 0.34
C -1.797 0.412 2.862 -0.72
H -0.985 3.122 -0.515 0.38
```



# 2
Below is a structure of composition C15H22Cl2N2OS at a distorted geometry, with properties calculated with the ωB97M-V functional and the def2-TZVPD basis.

The calculation puts the frontier orbital gap at 8.45 eV. Its spin multiplicity is 1. The largest force on an atom is 1.32 eV Å⁻¹.

Structure (XYZ):
```
43
Properties=species:S:1:pos:R:3:mulliken_charge:R:1
H -2.721 0.602 1.357 0.52
C 0.332 -0.674 -4.542 -0.48
H -3.762 0.594 3.448 0.34
C 1.448 1.025 -3.184 -0.56
C 1.609 -1.402 -1.322 -0.87
C -0.515 -0.926 -0.040 -0.57
H 2.152 1.283 -2.408 0.45
H 0.185 1.905 5.742 0.30
S -0.376 3.979 -4.614 0.18
H 2.310 -0.256 5.308 0.33
H -1.117 0.703 2.093 0.22
H 1.818 -2.325 -3.246 0.35
H -2.486 -0.374 4.175 0.35
C 2.046 -1.362 -2.791 -1.33
C -0.265 1.620 -4.850 0.77
C 1.263 -0.286 -3.530 0.67
H 2.262 -2.086 -0.780 0.48
H -2.621 -1.369 0.061 0.29
C -2.072 0.176 2.128 -0.21
C -0.418 0.256 -5.202 -0.81
H 1.830 1.984 6.381 0.34
C 1.209 1.578 5.584 -0.47
H 0.084 -2.841 -0.874 0.43
C 0.674 2.018 -3.856 0.71
H 1.773 -0.429 -0.865 0.41
H -2.246 1.329 3.948 0.25
C 0.133 -1.783 -1.132 -0.32
H -1.543 -2.679 0.636 0.44
N 0.728 3.324 -3.609 -0.70
Cl 0.161 -0.660 4.431 -0.10
C 1.310 0.074 5.576 -0.50
C -2.686 0.443 3.494 -1.26
H 0.213 -1.720 -4.781 0.39
H -1.126 -0.030 -5.965 0.41
C -1.715 -1.607 0.631 -0.77
H -0.444 -1.651 -2.047 0.26
H -0.827 0.034 -0.449 0.27
H 1.070 -0.314 6.565 0.31
Cl 1.784 2.297 4.057 -0.18
H 3.116 -1.187 -2.878 0.37
N -0.915 2.677 -5.347 -0.68
H 0.241 -0.724 0.721 0.39
O -1.897 -1.213 1.977 -0.39
```



# 3
Below is a cluster of 4 separate species, C15H22F12O6P in total at a distorted geometry, with properties calculated with the ωB97M-V functional and the def2-TZVPD basis.

The calculation puts the frontier orbital gap at 9.41 eV. Its spin multiplicity is 1. The largest force on an atom is 5.46 eV Å⁻¹. As for the net charge: +1.

Structure (XYZ):
```
56
Properties=species:S:1:pos:R:3:mulliken_charge:R:1
C -1.433 2.237 3.216 0.40
H 3.720 -4.222 -3.145 0.40
H -4.809 -0.066 3.234 0.29
C 5.023 2.244 -1.973 0.89
F 0.551 3.121 4.267 -0.24
H 3.462 0.158 -3.375 0.23
O 4.046 3.186 -0.010 -0.30
H 2.590 4.690 0.085 0.32
H 1.482 -1.764 -3.179 0.36
F -5.833 -0.334 -0.451 -0.24
H 1.426 2.449 0.267 0.35
H -1.557 -1.200 -0.906 0.28
F -6.934 -2.162 -0.890 -0.24
F -0.339 4.303 2.666 -0.28
C 3.816 2.935 -1.339 0.36
C -4.101 0.682 3.602 -1.13
C 2.605 -3.860 -3.124 -0.74
C -6.010 -1.624 -0.045 0.85
C 1.922 2.903 1.131 -0.60
C -0.637 3.454 3.691 0.87
H -1.893 -1.796 1.508 0.36
H -4.600 1.305 4.351 0.37
O -4.554 -3.568 -0.404 -0.52
C -3.580 1.535 2.460 0.04
C -2.435 -2.324 0.717 -0.42
H -0.648 -2.662 -0.452 0.20
H 1.166 3.410 1.737 -0.06
H -2.155 -2.783 -1.383 0.36
H -3.056 0.931 1.710 0.14
F 6.055 3.111 -2.188 -0.25
C 2.398 -2.322 -3.685 -0.56
H 4.782 -1.216 -4.701 0.23
F 2.351 -3.022 -0.675 -0.24
H 3.461 4.333 1.575 0.37
H -2.558 -3.362 1.049 0.35
H 2.227 -2.432 -4.861 0.41
H -4.421 2.019 1.952 0.32
H 2.355 2.085 1.716 0.37
C 1.867 -4.041 -1.654 0.70
H 2.012 -4.560 -3.888 0.33
O 2.788 3.259 -1.928 -0.51
F 5.526 1.241 -1.196 -0.25
F 2.059 -5.440 -1.151 -0.23
F -6.607 -1.559 1.180 -0.24
C -1.649 -2.240 -0.579 -0.85
O -3.707 -1.675 0.577 -0.16
C 3.002 3.875 0.693 -0.42
C -4.703 -2.416 -0.006 0.27
H 4.736 -1.470 -2.315 0.23
F 0.394 -3.866 -1.926 -0.21
F 4.741 1.681 -3.181 -0.28
H -3.283 0.164 4.112 0.31
O -2.735 2.583 2.958 -0.31
O -0.979 1.109 3.049 -0.53
F -1.311 4.196 4.616 -0.24
P 3.965 -1.216 -3.505 0.09
```